C3H5N2 | ωB97M-V with the def2-TZVPD basis set

Structure (ORCA input):
```
! wB97M-V def2-TZVPD RIJCOSX def2/J DEFGRID3
* xyz 1 1
C -0.440 0.757 0.819
C -1.172 -0.161 0.139
N -0.295 -0.838 -0.666
C 0.927 -0.323 -0.557
N 0.852 0.639 0.350
H -0.708 1.392 1.643
H -2.230 -0.349 0.179
H -0.554 -1.544 -1.341
H 1.758 -0.558 -1.201
H 1.607 1.232 0.681
*
```

E_LUMO: -0.1308 hartree
Frontier orbital gap: 11.50 eV
Relative energy (zero: lowest compared OMol25 entry of this formula, charge and spin): 0.025 eV
SMILES: c1c[nH+]c[nH]1
M: 69.1 g mol⁻¹
Electronic energy: -226.59145 Eh
Highest occupied orbital energy: -15.1 eV

---

C21H29N3O3 | ωB97M-V with the def2-TZVPD basis set

Structure (ORCA input):
```
! wB97M-V def2-TZVPD RIJCOSX def2/J DEFGRID3
* xyz 0 1
C 2.733 -2.126 5.241
C 2.603 -2.659 3.819
C 3.691 -2.090 2.909
C 3.508 -2.600 1.480
C 4.553 -2.009 0.540
C 2.092 -2.258 1.008
N 1.128 -2.869 1.896
C -0.217 -3.004 1.387
C -1.041 -1.718 1.162
C -0.824 -1.078 -0.209
N -1.704 0.053 -0.397
C -2.666 0.087 -1.332
O -2.876 -0.792 -2.139
C -3.472 1.397 -1.303
C -2.705 2.459 -2.002
C -1.799 3.355 -1.452
C -1.354 3.490 -0.087
O -1.596 2.718 0.822
O -0.595 4.590 0.113
N -1.328 4.195 -2.442
C -1.889 3.847 -3.626
C -1.719 4.380 -4.901
C -2.427 3.803 -5.930
C -3.286 2.717 -5.713
C -3.464 2.186 -4.459
C -2.763 2.753 -3.391
C 1.231 -2.321 3.231
H 2.623 -1.043 5.254
H 3.708 -2.375 5.654
H 1.967 -2.555 5.884
H 2.700 -3.750 3.834
H 4.677 -2.371 3.284
H 3.630 -0.998 2.913
H 3.605 -3.691 1.485
H 5.556 -2.261 0.878
H 4.465 -0.925 0.506
H 4.423 -2.395 -0.469
H 1.934 -2.650 0.000
H 1.991 -1.158 0.975
H -0.753 -3.632 2.105
H -0.159 -3.557 0.445
H -0.808 -0.992 1.944
H -2.100 -1.967 1.250
H -1.056 -1.795 -1.001
H 0.212 -0.747 -0.327
H -1.618 0.833 0.243
H -4.415 1.220 -1.820
H -3.657 1.680 -0.267
H -0.327 4.631 1.043
H -0.665 4.934 -2.279
H -1.053 5.213 -5.070
H -2.318 4.191 -6.932
H -3.812 2.295 -6.555
H -4.112 1.339 -4.296
H 0.446 -2.762 3.849
H 1.102 -1.222 3.245
*
```

E_LUMO: 0.0017 hartree
Frontier orbital gap: 8.25 eV
Relative energy (zero: lowest compared OMol25 entry of this formula, charge and spin): 0.879 eV
SMILES: C[C@@H]1C[C@H](C)CN(CCCNC(=O)Cc2c(C(=O)O)[nH]c3ccccc23)C1
M: 371.5 g mol⁻¹
Electronic energy: -1207.67857 Eh
Highest occupied orbital energy: -8.2 eV

---

C3H7NO | ωB97M-V with the def2-TZVPD basis set

Structure (ORCA input):
```
! wB97M-V def2-TZVPD RIJCOSX def2/J DEFGRID3
* xyz 0 1
C 0.455 0.974 1.302
C 0.636 0.183 -0.006
C -0.714 -0.250 -0.545
N -0.705 -1.417 -1.261
O -1.681 0.481 -0.551
H 1.372 0.911 1.884
H 0.238 2.000 1.048
H -0.440 0.674 1.842
H 1.283 -0.678 0.158
H 1.024 0.835 -0.783
H 0.005 -2.123 -1.197
H -1.471 -1.590 -1.891
*
```

E_LUMO: 0.0335 hartree
Frontier orbital gap: 10.73 eV
Relative energy (zero: lowest compared OMol25 entry of this formula, charge and spin): 0.210 eV
SMILES: CCC(N)=O
M: 73.1 g mol⁻¹
Electronic energy: -248.51878 Eh
Highest occupied orbital energy: -9.8 eV

---

C24H58O11 | ωB97M-V with the def2-TZVPD basis set

Structure (ORCA input):
```
! wB97M-V def2-TZVPD RIJCOSX def2/J DEFGRID3
* xyz 0 1
C 3.714 -2.039 0.030
C 4.415 -0.767 -0.446
C 3.540 0.168 -1.280
C 2.440 0.858 -0.450
C 1.149 0.122 -0.372
C 0.613 -0.816 -1.161
C -0.696 -1.183 -0.549
O -1.281 -2.213 -0.506
O -1.094 -0.040 0.166
C 0.138 0.347 0.722
O 0.271 0.683 1.850
H 3.180 -1.894 0.972
H 2.993 -2.404 -0.700
H 4.461 -2.807 0.226
H 4.814 -0.194 0.390
H 5.267 -1.045 -1.060
H 4.185 0.967 -1.650
H 3.108 -0.330 -2.148
H 2.249 1.863 -0.831
H 2.814 0.964 0.572
H 1.027 -1.223 -2.069
C 8.965 0.890 0.390
C 8.155 -0.262 0.954
O 7.435 -0.942 -0.079
H 8.311 1.596 -0.125
H 9.500 1.417 1.180
H 9.694 0.527 -0.337
H 7.413 0.100 1.665
H 8.810 -0.969 1.468
H 8.082 -1.279 -0.706
C 12.095 -2.814 3.913
C 11.363 -2.507 2.620
O 11.318 -1.107 2.352
H 11.616 -2.305 4.749
H 12.104 -3.886 4.114
H 13.129 -2.465 3.864
H 10.328 -2.841 2.679
H 11.842 -3.024 1.782
H 12.224 -0.792 2.283
C -4.420 -1.542 -3.286
C -4.038 -2.996 -3.492
O -2.625 -3.186 -3.445
H -3.952 -0.917 -4.049
H -5.500 -1.410 -3.334
H -4.071 -1.185 -2.312
H -4.367 -3.346 -4.468
H -4.512 -3.622 -2.727
H -2.329 -2.891 -2.577
C -3.600 3.049 1.320
C -2.751 3.584 2.460
O -2.208 2.536 3.252
H -4.412 2.436 1.712
H -4.026 3.861 0.729
H -3.002 2.417 0.659
H -3.356 4.198 3.127
H -1.935 4.205 2.071
H -1.656 1.992 2.679
C -7.749 -1.549 0.473
C -7.306 -1.818 -0.951
O -7.087 -0.602 -1.674
H -8.665 -0.956 0.481
H -7.927 -2.482 1.009
H -6.987 -0.982 1.014
H -8.074 -2.369 -1.493
H -6.395 -2.410 -0.956
H -6.396 -0.119 -1.210
C -2.485 1.605 -5.777
C -3.132 2.485 -4.721
O -3.917 3.512 -5.319
H -1.860 2.207 -6.437
H -1.869 0.827 -5.322
H -3.246 1.123 -6.395
H -2.374 2.982 -4.117
H -3.763 1.885 -4.057
H -4.602 3.091 -5.846
C -2.635 7.425 4.557
C -3.522 7.624 3.341
O -3.619 8.999 2.983
H -3.024 7.989 5.404
H -2.575 6.371 4.834
H -1.622 7.785 4.358
H -4.534 7.280 3.548
H -3.131 7.052 2.491
H -2.733 9.315 2.785
C -4.713 -6.214 1.172
C -5.538 -5.804 -0.033
O -5.573 -4.386 -0.197
H -5.113 -5.758 2.078
H -4.712 -7.298 1.295
H -3.679 -5.879 1.063
H -6.572 -6.122 0.083
H -5.139 -6.265 -0.943
H -4.665 -4.085 -0.313
*
```

E_LUMO: -0.0234 hartree
Frontier orbital gap: 9.26 eV
Relative energy (zero: lowest compared OMol25 entry of this formula, charge and spin): 0.000 eV
SMILES: CCCCC1=CC(=O)OC1=O.CCO.CCO.CCO.CCO.CCO.CCO.CCO.CCO
M: 522.7 g mol⁻¹
Electronic energy: -1776.77363 Eh
Highest occupied orbital energy: -9.9 eV